The following is a DFT calculation (the ωB97M-V functional and the def2-TZVPD basis) of one molecule with the formula C5H11NO2 in a non-equilibrium geometry.

Last column: Löwdin charge in e.
Geometry (Å):
C: 1.7039 -0.2529 1.9084  -0.008
C: 0.2375 0.1864 2.1342  -0.508
O: -0.0624 0.8160 3.1422  0.012
N: -0.8459 -0.1190 1.3007  0.042
C: -0.6402 -0.8247 0.0058  -0.131
C: -0.0980 -0.0947 -1.2707  -0.426
C: -0.8497 1.0572 -1.8828  -0.042
O: 0.1421 -1.0347 -2.3127  -0.054
H: 2.3575 0.6114 1.7226  0.081
H: 1.8901 -0.9997 1.1039  0.069
H: 2.2166 -0.5908 2.8626  0.100
H: -1.5963 0.6305 1.5589  0.186
H: 0.1283 -1.6105 0.1979  0.115
H: -1.6013 -1.2495 -0.4187  0.138
H: 0.9097 0.2848 -1.1396  0.132
H: -0.2704 1.6629 -2.4756  0.061
H: -1.6575 0.9210 -2.4690  0.041
H: -1.3062 1.6515 -1.0877  0.091
H: -0.6578 -1.0454 -2.8805  0.101

Atomic forces in eV per Å
0.7 -0.5 0.4
-0.7 0.1 1.1
0.8 0.0 -0.4
0.5 1.4 -0.6
-0.6 0.2 -1.0
0.8 0.5 -0.7
0.1 0.5 4.0
-1.0 -0.8 -0.4
-0.7 0.1 -0.5
-0.3 0.5 0.6
-1.3 -0.1 -0.9
1.5 -2.2 -1.2
-1.1 0.3 -0.2
0.9 0.0 1.2
0.2 0.1 0.9
1.9 1.5 -1.0
-3.0 -1.8 -2.1
0.4 0.4 0.2
0.8 -0.2 0.5

The LUMO energy comes out at 0.02754 Eh. The calculation puts the total energy at -402.31162 a.u. The net charge is 0. For the relative energy (zero: lowest compared OMol25 entry of this formula, charge and spin), the calculation gives 174.65 kJ/mol.

The following is a DFT calculation (the ωB97M-V functional and the def2-TZVPD basis) of one molecule with the formula C3H4N2O in a non-equilibrium geometry.

Last column: Löwdin charge in e.
Geometry (Å):
N: 1.4966 -2.5221 -0.0255  0.111
C: 0.6502 -1.7503 -0.2264  -0.283
C: -0.4039 -0.8200 -0.3693  -0.099
C: -0.3019 0.4783 0.0472  -0.462
N: 0.8319 1.1955 0.1342  0.183
O: -1.4152 1.1581 0.3776  0.087
H: -1.3326 -1.1136 -0.8431  0.103
H: 0.8652 2.1001 0.5763  0.119
H: 1.6754 0.8065 -0.2554  0.119
H: -2.0655 0.4675 0.5844  0.123

Atomic forces in eV per Å
-0.7 0.7 -0.3
0.8 -0.6 0.1
0.0 0.1 0.0
0.2 -0.1 -0.1
0.0 -0.1 0.1
-0.1 0.0 -0.1
0.0 -0.2 0.3
-0.1 -0.2 0.0
-0.1 0.1 0.1
0.0 0.4 -0.1

The LUMO energy comes out at 0.01846 Eh. The calculation puts the total energy at -301.44972 a.u. The net charge is 0. For the relative energy (zero: lowest compared OMol25 entry of this formula, charge and spin), the calculation gives 98.50 kJ/mol.

The following is a DFT calculation (the ωB97M-V functional and the def2-TZVPD basis) of C27H54O18 as an isolated structure in a non-equilibrium geometry.

Last column: Löwdin charge in e.
Geometry (Å):
C: 0.9130 5.0580 -0.1356  -0.099
C: 1.8450 4.4250 -1.1700  -0.144
C: 2.0060 2.9486 -0.7633  -0.138
O: 1.7025 2.9999 0.6242  -0.239
C: 1.4904 4.3156 1.0457  -0.242
H: -0.1074 4.6829 -0.2133  0.120
H: 1.0043 6.1403 -0.2269  0.127
H: 2.7098 5.0740 -1.0316  0.112
H: 1.4771 4.4733 -2.1948  0.117
H: 3.0562 2.8519 -1.0386  0.131
H: 1.4920 2.2687 -1.4426  0.106
H: 2.4339 4.6842 1.4485  0.152
H: 0.7460 4.4398 1.8322  0.092
C: 1.7254 0.2709 3.3503  -0.149
C: 0.4604 0.3805 4.0988  -0.130
C: -0.1936 1.5710 3.5099  -0.223
O: 0.8579 2.4794 3.1544  -0.115
C: 1.8197 1.6386 2.5518  -0.182
H: 1.8826 -0.6604 2.8062  0.025
H: 2.5496 0.4640 4.0369  0.080
H: 0.5395 0.5706 5.1692  0.121
H: -0.1941 -0.4900 4.0551  0.106
H: -0.9077 2.1872 4.0562  0.153
H: -0.7459 1.2549 2.6249  0.111
H: 2.7907 2.1329 2.5833  0.089
H: 1.6878 1.4417 1.4879  0.045
C: -0.1893 -0.1136 0.7427  -0.124
C: -0.2892 -0.9523 -0.4700  -0.176
C: -0.2631 -0.0156 -1.6540  -0.110
O: 0.2978 1.2354 -1.1289  -0.135
C: 0.6672 1.0476 0.2737  -0.177
H: 0.1953 -0.6722 1.5961  0.084
H: -1.1786 0.2816 0.9733  0.119
H: -1.1801 -1.5789 -0.4268  0.020
H: 0.4773 -1.7268 -0.4978  0.130
H: -1.2944 0.1873 -1.9426  0.100
H: 0.2506 -0.4577 -2.5077  0.083
H: 0.6634 1.9779 0.8418  0.064
H: 1.7458 0.9009 0.3299  0.106
C: 2.9575 -1.6763 -0.8802  -0.091
O: 3.6525 -0.6665 -0.2303  0.032
C: 3.2633 -0.4386 1.0687  -0.463
O: 2.2519 -0.8921 1.5912  0.056
O: 4.2954 0.1927 1.6667  0.063
C: 4.1823 0.8090 3.0054  -0.020
H: 2.0408 -1.2469 -1.2845  0.023
H: 2.8259 -2.5920 -0.3038  0.128
H: 3.5001 -1.8961 -1.7996  0.095
H: 5.2074 0.8818 3.3688  0.111
H: 3.6291 0.1336 3.6579  0.074
H: 3.6982 1.7847 2.9635  0.060
C: -2.7081 1.6296 -1.2087  -0.060
O: -3.4576 2.3845 -0.2734  -0.022
C: -2.8980 2.9571 0.8330  -0.501
O: -3.6353 3.4198 1.7578  0.065
O: -1.5692 2.9397 0.7883  0.028
C: -0.8240 3.4454 1.8915  -0.068
H: -3.3473 1.4391 -2.0709  0.111
H: -2.3646 0.7121 -0.7309  0.054
H: -1.8854 2.2029 -1.6360  0.101
H: -1.2154 4.4000 2.2431  0.140
H: 0.2089 3.6560 1.6144  -0.009
H: -0.7626 2.7972 2.7657  0.032
C: -2.0618 -3.3170 -0.0518  -0.050
O: -1.8570 -4.3232 -1.0325  0.070
C: -2.3482 -5.4990 -0.8293  -0.598
O: -3.1592 -5.7393 0.0875  0.081
O: -1.9117 -6.3371 -1.7806  -0.004
C: -2.4435 -7.6988 -1.8341  -0.018
H: -1.4797 -3.4856 0.8542  0.041
H: -3.0815 -3.1494 0.2949  0.128
H: -1.6766 -2.4024 -0.5027  0.044
H: -1.8392 -8.2855 -2.5260  0.084
H: -3.4125 -7.7539 -2.3302  0.094
H: -2.3372 -8.1473 -0.8464  0.096
C: -4.9235 0.1667 1.2039  0.025
O: -4.2381 -0.8909 1.9440  0.074
C: -3.1400 -1.3016 1.4113  -0.575
O: -2.7481 -0.9885 0.2623  -0.023
O: -2.4495 -2.0273 2.2712  0.096
C: -1.0972 -2.4079 1.9363  -0.075
H: -4.5753 1.1782 1.4129  0.075
H: -5.9189 0.1971 1.6470  0.102
H: -4.9401 0.0120 0.1251  0.103
H: -0.3719 -1.9463 2.6063  0.101
H: -0.8295 -2.0854 0.9301  0.047
H: -0.8614 -3.4720 1.9472  0.129
C: 2.1718 -0.6778 -3.0511  -0.097
O: 1.4865 -0.2826 -4.2561  -0.024
C: 1.2510 -1.3007 -5.1952  -0.492
O: 1.5282 -2.4932 -5.0415  0.103
O: 0.4583 -0.7882 -6.1550  -0.008
C: 0.0722 -1.5552 -7.3067  -0.033
H: 1.3866 -1.0696 -2.4046  0.040
H: 2.6309 0.2371 -2.6765  0.131
H: 2.9767 -1.3581 -3.3294  0.105
H: -0.9680 -1.8259 -7.1254  0.096
H: 0.7072 -2.3791 -7.6323  0.098
H: 0.0105 -0.8967 -8.1732  0.088

Atomic forces in eV per Å
0.6 -1.1 -0.8
-1.3 0.6 -1.0
2.2 3.8 -1.8
1.8 3.1 -0.9
2.8 3.4 0.3
-0.2 0.4 -0.3
-0.3 -0.1 0.7
0.6 -0.6 -0.5
0.1 0.3 -0.1
0.7 -0.9 1.1
-0.1 0.6 1.0
0.3 0.5 -0.3
3.0 1.6 0.5
-0.2 2.9 4.0
-1.6 0.1 2.0
-0.3 -0.4 0.4
1.6 -1.7 1.1
-0.4 -1.8 0.6
-0.7 1.5 2.9
-2.4 -0.5 1.1
0.5 -0.1 0.2
-0.1 -0.1 -0.3
0.0 -0.8 1.1
0.1 -0.3 -0.1
-3.0 0.9 -0.5
0.6 0.1 3.2
0.9 1.4 0.2
0.5 -1.2 -1.0
-1.1 0.5 0.9
-1.5 -2.4 -0.4
-2.1 -1.8 -1.5
-0.1 1.1 -0.6
0.2 0.0 0.1
2.0 3.5 -0.8
0.5 0.2 0.0
0.4 -0.1 -0.4
-1.2 1.3 0.3
-2.7 -1.4 -1.4
-0.2 -1.1 -1.5
-0.4 -0.7 -0.9
0.5 1.2 2.6
1.3 -1.4 0.0
4.1 -2.6 -6.9
-1.2 0.6 -0.3
3.6 -1.7 0.0
0.7 -1.0 2.1
-0.1 0.2 0.2
0.5 -0.3 0.8
0.1 0.0 -0.4
2.0 0.1 -0.8
2.7 -1.4 0.7
0.5 0.4 -0.3
-0.4 1.2 1.4
-2.3 0.7 1.8
2.8 -1.7 -3.3
-1.0 -0.3 -0.3
-2.1 0.9 0.6
-0.4 -0.3 0.4
-0.4 0.5 -0.3
0.2 0.0 0.5
-0.4 0.4 -0.2
-4.3 -3.1 -0.4
-2.2 2.3 -2.6
-0.9 -1.7 -0.8
0.9 0.7 -0.9
-2.9 -1.5 2.0
1.9 -0.3 -2.0
-0.2 -0.6 -0.2
0.6 0.4 -0.1
-1.5 -2.1 -3.1
-0.1 -1.0 -1.0
-2.0 -3.5 -0.6
0.6 0.5 0.1
-0.4 0.4 0.8
-0.6 0.0 -0.1
-1.1 0.3 0.5
-1.1 0.9 0.1
1.8 1.6 -2.9
-2.5 0.0 3.4
0.9 -0.9 0.6
1.8 1.6 1.6
0.8 -0.4 0.2
-0.1 -0.5 -0.3
0.0 -0.3 0.3
-0.7 0.1 0.7
0.0 0.0 1.9
-0.3 0.1 1.6
0.1 0.2 -2.9
-0.1 -1.1 -2.3
-0.9 -1.3 1.7
0.0 2.8 -0.5
1.4 0.2 0.3
-0.8 0.2 -0.3
1.4 -0.3 -1.2
-0.3 0.0 0.3
-0.5 -0.1 0.0
0.2 -0.6 0.0
0.1 -0.1 0.8
0.3 0.5 0.3

The LUMO energy comes out at 0.01871 Eh. The calculation puts the total energy at -2414.60945 a.u. The net charge is 0. For the relative energy (zero: lowest compared OMol25 entry of this formula, charge and spin), the calculation gives 2218.42 kJ/mol.

E_HOMO: -9.50, -8.58, -8.84 (eV)